Record 1
Density functional theory data (ωB97M-V/def2-TZVPD) for a single C20H23N3O4 molecule.

```
50
C20H23N3O4 | the Open Molecules 2025 dataset | ωB97M-V/def2-TZVPD
H -2.786 -2.955 0.590
H -6.989 0.369 -2.115
H -6.463 1.552 -0.883
H -0.272 -0.079 -1.621
O 1.669 -1.925 1.930
H 1.417 4.222 -2.051
H 1.865 0.318 -0.303
C 2.875 2.129 1.031
C -6.967 0.592 -1.043
C 3.819 2.683 3.187
C 2.999 0.459 2.780
C -0.153 -1.118 -1.940
H 0.345 -3.407 0.928
C 2.522 2.562 -0.325
O -6.360 -0.441 -0.311
C 0.620 -3.337 -0.126
C 3.581 1.383 3.619
C -2.386 -1.555 -1.000
H 1.551 -2.421 -2.308
H -0.380 -3.720 -2.022
H 1.254 -4.195 -0.379
O 2.806 3.849 -0.563
H 3.037 3.768 -2.619
N 1.361 -2.100 -0.294
C 2.634 0.807 1.476
H -5.106 -2.263 0.907
H -1.417 -3.916 -0.608
C 1.282 -1.593 -1.643
C 1.690 -1.400 0.834
H 2.808 -0.547 3.115
C 2.487 4.328 -1.859
C -2.950 -0.511 -1.733
H -2.374 0.000 -2.487
C 3.467 3.046 1.908
N -1.069 -1.939 -1.183
O 2.019 1.858 -1.189
C -4.494 -1.781 0.162
H -7.988 0.659 -0.670
H 3.855 1.090 4.621
H 3.646 4.051 1.558
H -0.336 -1.173 -3.026
H 4.276 3.403 3.849
H -4.646 0.705 -2.125
N 2.071 -0.095 0.603
H 1.996 -0.791 -1.824
C -4.260 -0.108 -1.528
C -3.189 -2.172 -0.033
H 2.775 5.376 -1.873
C -5.052 -0.745 -0.586
C -0.625 -3.303 -1.032
```

LUMO   0.46 eV
Energy above the lowest of the compared OMol25 structures with the same formula, charge and spin   261.9 kJ/mol
Calculated total energy   -33774.2145 eV
SMILES string   COC(=O)c1ccccc1NC(=O)N1CCN(c2ccc(OC)cc2)CC1
Gap between HOMO and LUMO   7.728 eV

=====

Record 2
Density functional theory data (ωB97M-V/def2-TZVPD) for a single C20H23N3O5S molecule.

```
52
C20H23N3O5S | the Open Molecules 2025 dataset | ωB97M-V/def2-TZVPD
C -1.547 -1.814 0.872
C -2.818 -2.368 0.947
H 1.123 3.266 -0.746
H -3.731 0.485 1.247
C 6.272 1.432 0.575
H 4.040 1.450 0.598
H -5.432 -1.194 -1.855
H 0.246 -0.623 -2.236
H 4.340 -2.127 -0.801
C -1.068 2.037 0.402
C -3.746 -2.060 -0.040
C 4.087 -1.515 0.071
H 6.547 2.451 0.755
H -2.796 -4.295 1.856
O -0.185 0.411 2.223
C -2.157 -0.656 -1.146
H -4.245 -3.355 2.206
C 2.120 -1.098 -1.317
H 0.261 3.039 -2.280
H -3.806 1.867 2.342
C -4.435 -0.877 -2.150
H 2.443 -0.269 0.505
N 0.066 -0.362 -0.161
S 0.173 0.893 0.925
C 0.829 -0.265 -1.386
H -2.429 0.729 2.423
C 4.957 0.907 0.490
H -4.736 -2.489 0.012
H -2.710 -2.959 2.998
H 0.183 4.599 -1.470
H 1.124 0.774 -1.560
H -4.177 -1.381 -3.082
O -3.013 3.025 0.130
C -2.384 2.052 0.795
C 0.228 3.526 -1.306
C -3.134 1.233 1.768
N -2.139 3.656 -0.696
H 8.178 0.303 0.361
H 4.074 -2.164 0.957
C -1.217 -0.962 -0.171
C 7.109 0.380 0.382
O 2.486 -1.792 -2.241
O 6.408 -0.753 0.183
C 5.100 -0.428 0.250
H -0.809 -2.021 1.629
N 2.770 -0.967 -0.149
H -4.448 0.194 -2.345
C -3.168 -3.294 2.071
O 1.475 1.482 0.763
H -1.908 0.022 -1.950
C -0.973 3.087 -0.557
C -3.429 -1.210 -1.091
```

LUMO   0.59 eV
Energy above the lowest of the compared OMol25 structures with the same formula, charge and spin   297.7 kJ/mol
Calculated total energy   -46654.9553 eV
SMILES string   Cc1cc(C)cc(N(CC(=O)NCc2ccco2)S(=O)(=O)c2c(C)noc2C)c1
Gap between HOMO and LUMO   9.085 eV

=====

Record 3
Density functional theory data (ωB97M-V/def2-TZVPD) for a molecular structure, C20H23N3OS2Sc.

```
50
C20H23N3OS2Sc | the Open Molecules 2025 dataset | ωB97M-V/def2-TZVPD
S 2.543 -0.617 0.451
H -2.409 2.360 -2.901
N 1.631 -0.124 3.026
C 1.684 -3.476 6.513
C -0.656 -0.167 3.246
H 0.446 -0.926 4.911
Sc 0.150 0.347 0.349
H -2.828 0.592 4.536
C 2.295 -3.389 4.188
C -2.031 -0.110 2.674
H -1.218 4.438 -1.011
H -0.342 0.607 5.210
O -1.434 -0.855 0.462
C -2.006 2.009 -1.942
C -4.386 0.341 3.115
H -2.652 2.368 -1.136
H -5.160 0.677 3.791
N 0.350 -0.069 2.458
C 2.577 -0.308 2.162
C 4.251 -2.060 3.358
C 3.569 -2.159 5.796
H 2.917 -2.307 7.830
H -0.071 2.213 -3.820
C 1.462 -3.858 5.199
H -3.920 -0.749 -0.073
C 3.359 -2.541 4.474
H 0.395 0.867 -2.779
H 2.110 -3.674 3.158
H -0.938 4.382 -2.768
C -3.073 0.291 3.525
H 1.326 2.361 -2.722
C -3.701 -0.457 0.945
H 1.035 -3.835 7.303
H -2.059 0.915 -1.940
C -0.464 -0.365 4.723
H 0.633 -4.511 4.953
H -5.719 -0.030 1.461
C -2.343 -0.475 1.332
H 0.435 4.404 -1.633
H 5.301 -2.261 3.582
H -1.317 -0.873 5.167
C 0.316 1.958 -2.824
C -0.568 2.490 -1.687
C -0.578 4.024 -1.795
N -0.078 2.030 -0.399
S 4.197 -0.290 2.973
C 2.742 -2.619 6.808
H 4.377 -1.473 6.028
H 4.006 -2.589 2.436
C -4.691 -0.050 1.805
```

LUMO   2.64 eV
Net charge   -1
Calculated total energy   -70005.1033 eV
Gap between HOMO and LUMO   6.002 eV

=====

Record 4
Density functional theory data (ωB97M-V/def2-TZVPD) for a single C20H23N5 molecule.

```
48
C20H23N5 | the Open Molecules 2025 dataset | ωB97M-V/def2-TZVPD
H -3.580 1.063 -1.993
C 2.390 0.062 1.899
H -0.865 -3.629 0.763
N 1.857 -2.848 -2.257
C -0.122 0.796 -1.077
N 2.561 -2.657 -0.203
H -3.576 -0.279 0.833
H -2.979 -1.859 1.257
H 0.216 1.861 -1.350
C 2.837 -2.268 1.167
C 4.752 0.937 0.778
C 1.503 -2.408 -1.045
C 4.477 -0.495 0.754
C 3.987 1.861 1.426
H 2.005 -2.636 1.708
H 5.022 -1.251 0.167
H -2.129 -3.452 -0.664
H -4.135 3.897 -1.802
H -2.525 2.420 -2.339
C 0.520 -1.506 -0.889
H 2.143 2.107 2.582
H -5.035 2.573 -1.037
H 5.554 1.338 0.132
H -0.525 -4.080 -0.849
C -1.335 0.566 -0.523
C -2.373 2.526 0.596
N 3.395 -3.511 -0.825
C -4.071 3.026 -1.180
C -3.619 3.443 0.275
C 2.794 1.402 2.059
N -2.221 1.621 -0.540
H -2.583 1.992 1.536
C -3.116 1.935 -1.649
H -1.528 3.173 0.683
H 4.120 2.925 1.401
N 2.873 -3.673 -2.106
C -1.094 -3.297 -0.328
H -3.444 -1.583 -0.389
C 0.821 -0.167 -1.296
H -3.437 4.550 0.283
C 3.261 -0.833 1.327
C -2.933 -1.122 0.450
H -4.442 3.099 0.921
H 1.770 0.109 -1.895
C -0.724 -1.839 -0.411
H 3.733 -2.902 1.527
H 1.400 -0.212 2.304
C -1.600 -0.776 -0.180
```

LUMO   0.57 eV
Energy above the lowest of the compared OMol25 structures with the same formula, charge and spin   534.5 kJ/mol
Calculated total energy   -28559.6090 eV
SMILES string   Cc1c(-c2nnnn2Cc2ccccc2)ccc(N2CCCC2)c1C
Gap between HOMO and LUMO   8.748 eV

=====

Record 5
Density functional theory data (ωB97M-V/def2-TZVPD) for a single C20H23N5O4 molecule.

```
52
C20H23N5O4 | the Open Molecules 2025 dataset | ωB97M-V/def2-TZVPD
C -1.107 0.103 0.140
N 2.065 -0.610 -1.107
H 0.764 -2.892 -1.449
H 3.167 -2.351 -1.167
N 0.504 1.190 -1.016
H 1.970 -4.078 1.100
C -5.287 0.023 0.141
H 5.583 -0.630 -0.739
H 3.853 3.031 2.069
N -3.160 1.083 0.622
C 3.980 0.756 -0.432
C -0.738 1.279 -0.493
H -0.341 4.042 -0.659
H 6.887 0.158 1.192
N -1.566 2.356 -0.548
C 5.452 1.644 1.754
C 1.175 -2.788 -0.439
H 6.026 1.990 2.601
O -2.820 -1.078 1.285
C -1.142 3.562 -1.223
H -0.841 -2.594 0.383
C 3.138 0.249 -1.576
O -6.427 -0.383 0.700
C -7.231 -1.254 -0.087
H 2.663 1.082 -2.096
O -3.602 3.210 -0.043
H -8.114 -1.472 0.508
C 5.201 0.172 -0.123
H -7.509 -0.768 -1.025
O -4.922 -0.284 -0.960
C -4.526 0.946 1.081
C 1.530 -4.165 0.110
H -2.000 4.228 -1.290
C 3.500 1.787 0.368
H 2.242 -4.664 -0.542
C 4.232 2.228 1.455
H 2.548 2.236 0.126
H 0.451 -2.103 1.489
C -2.827 2.276 -0.004
H 3.747 -0.327 -2.278
C 0.131 -2.099 0.439
N -0.020 -0.744 -0.015
H -0.773 3.309 -2.216
C 5.936 0.616 0.963
H 0.638 -4.781 0.183
C 2.413 -1.889 -0.523
H -4.989 1.937 1.073
C -2.383 -0.086 0.729
H -4.544 0.524 2.088
C 0.903 -0.044 -0.714
H 2.852 -1.763 0.478
H -6.683 -2.170 -0.312
```

LUMO   0.65 eV
Energy above the lowest of the compared OMol25 structures with the same formula, charge and spin   0.0 kJ/mol
Calculated total energy   -36756.4312 eV
SMILES string   COC(=O)Cn1c(=O)c2c(nc3n2C[C@H](C)CN3Cc2ccccc2)n(C)c1=O
Gap between HOMO and LUMO   8.239 eV

=====

Record 6
Density functional theory data (ωB97M-V/def2-TZVPD) for a molecular structure, C20H23NO3.

```
47
C20H23NO3 | the Open Molecules 2025 dataset | ωB97M-V/def2-TZVPD
H -1.196 2.751 1.642
H 0.296 1.220 -0.115
C 1.150 1.466 2.594
H -0.631 -1.413 3.877
C -2.109 -2.157 -3.947
H -2.426 -2.386 -4.931
C 2.510 1.258 3.034
N -1.484 1.152 -3.046
C 1.545 -0.855 4.232
C -2.972 -3.318 -3.155
C 4.866 0.680 4.474
C -1.026 0.531 -4.179
H 5.761 0.427 4.979
H 3.203 1.953 2.997
O 0.299 2.502 -3.017
H 0.178 -1.243 -5.203
C -1.680 -2.653 -1.214
H 1.097 2.278 1.979
H -1.929 0.411 -4.873
C -0.770 -2.011 -1.984
H 0.505 -0.499 -3.476
C -0.723 2.180 -2.411
H -1.403 0.466 -0.292
C -1.081 -1.725 -3.397
H -2.040 0.678 -2.662
H -3.285 -3.850 -1.216
C 3.730 -0.278 4.576
C -1.297 2.615 -1.143
H 5.168 0.729 3.269
H -0.878 3.309 -0.616
C -0.016 -0.976 -4.209
O 3.834 -1.345 5.308
C -2.746 -3.265 -1.679
H -2.672 1.762 1.521
H -0.327 1.198 -4.788
C -1.318 1.834 1.193
H 1.570 -1.618 4.839
C -0.007 0.686 2.889
O -1.047 0.549 2.292
H -3.772 -3.578 -3.585
H -2.358 2.521 -1.143
C 0.346 -0.629 3.580
C 2.534 0.057 3.947
H 0.192 -1.412 -1.554
C -0.962 1.276 -0.080
H 4.806 1.605 4.864
H -1.437 -2.884 -0.170
```

LUMO   0.00 eV
Energy above the lowest of the compared OMol25 structures with the same formula, charge and spin   1599.5 kJ/mol
Calculated total energy   -28730.5046 eV
Gap between HOMO and LUMO   8.043 eV

=====

Record 7
Density functional theory data (ωB97M-V/def2-TZVPD) for a single C20H23NO5S molecule.

```
50
C20H23NO5S | the Open Molecules 2025 dataset | ωB97M-V/def2-TZVPD
C 1.036 5.044 2.375
H -0.873 4.371 3.153
H 0.733 -1.995 1.032
C -2.085 -1.466 -1.277
H 2.939 1.674 2.969
H 4.264 -2.031 -2.143
H 0.716 5.143 1.331
C 2.048 1.544 2.377
H -0.924 -1.393 0.810
C -2.405 -2.643 -0.727
H -6.309 -4.819 0.587
H -1.643 -3.373 -0.490
C -0.152 5.166 3.325
C 2.103 -1.924 -2.432
C 0.528 0.142 1.149
H -0.641 6.125 3.178
H -0.482 3.365 1.042
C 1.666 -0.967 -1.310
O 3.848 0.986 -3.657
H 1.444 -1.779 -3.288
H -6.833 -2.336 -0.399
H 2.324 -1.119 -0.448
C 0.136 2.520 1.303
C 0.126 -1.199 0.587
C -3.748 -3.050 -0.419
C -5.904 -2.857 -0.277
H 2.282 -0.560 2.164
O 4.529 0.456 -1.361
H 1.263 0.679 -2.670
C -4.213 -4.227 0.123
H 1.762 5.834 2.587
O 1.762 3.845 2.564
C 3.530 -1.562 -2.791
H -2.865 -0.780 -1.577
O -4.790 -2.220 -0.658
C -0.724 -1.108 -1.741
H 0.193 5.099 4.354
H 3.776 -1.732 -3.832
O -0.553 -0.783 -2.905
H -3.623 -5.071 0.415
N 0.305 -1.221 -0.857
H -1.119 1.161 0.246
C 1.917 0.436 -1.839
C 1.285 2.674 2.075
H 1.900 1.202 -1.072
C 1.675 0.300 1.917
C -0.229 1.266 0.850
H 2.018 -2.961 -2.101
C -5.614 -4.096 0.213
S 3.618 0.239 -2.453
```

LUMO   0.20 eV
Energy above the lowest of the compared OMol25 structures with the same formula, charge and spin   249.2 kJ/mol
Calculated total energy   -43674.7599 eV
SMILES string   CCOc1ccc(CN(C(=O)/C=C/c2ccco2)[C@H]2CCS(=O)(=O)C2)cc1
Gap between HOMO and LUMO   8.692 eV

=====

Record 8
Density functional theory data (ωB97M-V/def2-TZVPD) for a molecular structure, C20H24B2MgNO25.

```
73
C20H24B2MgNO25 | the Open Molecules 2025 dataset | ωB97M-V/def2-TZVPD
O 1.780 -1.693 1.972
H 0.656 -4.969 0.602
H 0.131 -6.106 -2.146
H 3.196 -3.583 -0.414
H 5.551 -3.907 0.487
C -1.466 -0.418 3.332
O 3.926 2.838 0.282
C 3.976 -2.823 -0.419
C -2.956 -2.797 -0.264
C -2.951 4.219 -3.732
O 3.760 -1.977 -1.623
C 2.745 3.169 0.195
N 2.569 -1.501 2.922
B 0.757 4.409 -0.028
H -0.534 -6.925 -0.719
H -0.481 2.225 3.063
O -0.723 -2.336 0.554
C 2.587 -1.354 -1.756
H -3.342 2.236 3.623
O -2.351 0.425 3.796
H -3.223 -1.939 0.352
H 1.104 -6.815 -0.820
H -1.481 3.656 2.703
C -1.390 2.766 3.325
C 5.364 -3.521 -0.514
H -2.845 -2.356 -1.255
O 1.689 -1.242 -0.900
O -2.924 5.401 -4.107
H -1.210 -1.596 5.179
C -1.717 0.926 -1.009
H 3.475 -0.188 -3.372
O -1.183 -4.475 -0.346
H 5.275 -4.371 -1.190
O -3.881 0.353 0.094
Mg 0.444 -0.717 0.808
C 0.180 -4.902 -0.376
C 0.223 -6.222 -1.066
C -0.442 5.940 -1.375
H -3.764 -3.518 -0.392
H -1.296 3.089 4.362
H -0.423 -2.330 3.800
C -3.240 0.957 -0.811
C -0.300 6.448 0.108
O 0.236 5.502 0.862
H 6.092 -2.802 -0.889
C -1.538 -3.174 0.059
O 3.532 -0.790 2.594
O 0.430 3.038 0.360
B -2.702 2.246 -2.567
O -1.039 6.489 -2.305
O -2.697 3.703 -2.537
C -1.313 -1.783 4.110
H 1.750 0.248 -3.045
O -3.859 3.207 -5.711
O 2.447 -1.928 4.046
O -3.748 1.792 -1.643
O -0.646 7.606 0.359
O 2.242 4.443 0.017
C 2.496 -0.547 -3.056
H -2.628 1.690 2.129
H 2.193 -1.167 -3.900
O 0.203 4.808 -1.338
C -3.415 3.099 -4.596
O -0.966 0.210 -0.319
C -2.472 1.729 3.208
H -2.217 -2.393 4.097
H 3.876 -2.202 0.472
O -0.726 -0.192 2.364
O 1.506 1.039 0.648
H 0.854 -4.146 -0.779
O -3.224 1.948 -3.933
O -1.442 1.549 -2.117
C 1.512 2.301 0.487
```

⟨S²⟩   0.75
LUMO (spin up / spin down)   3.26 / 3.25 eV
Net charge   -2
Energy above the lowest of the compared OMol25 structures with the same formula, charge and spin   55.0 kJ/mol
Multiplicity   2
Calculated total energy   -80616.6453 eV
Gap between HOMO and LUMO (spin up / spin down)   2.281 / 6.101 eV

=====

Record 9
Density functional theory data (ωB97M-V/def2-TZVPD) for a molecular structure, C20H24BrEuN4S.

```
51
C20H24BrEuN4S | the Open Molecules 2025 dataset | ωB97M-V/def2-TZVPD
H 0.536 1.263 -0.628
H 1.906 2.203 -0.028
C 3.073 -2.894 0.034
H -1.547 2.561 -1.287
C -1.069 1.085 3.064
H -3.889 -4.274 2.766
C 1.716 -2.614 0.341
H 0.639 4.138 -0.169
C 0.376 2.932 3.619
Br -1.128 -0.351 -2.497
H 0.517 2.611 -2.672
H -1.464 4.344 -1.279
N -5.340 -4.109 0.837
C 3.631 -2.390 -1.100
C 0.289 2.010 1.392
C -0.581 1.999 3.993
C -4.222 -3.384 0.955
H 1.622 3.604 2.011
H -5.902 -3.976 0.015
H 3.119 0.000 -4.991
C 2.681 -0.382 -4.077
H 0.779 3.636 4.338
H 0.582 4.391 -2.547
Eu -1.278 -1.085 0.427
H -1.558 3.429 0.261
N -2.312 -3.007 2.364
H 1.342 -3.019 1.281
C 0.880 -1.876 -0.466
C 0.821 2.105 -0.006
H 1.971 3.400 -2.021
C -1.182 3.432 -0.756
S -3.749 -2.325 -0.262
C -0.696 1.057 1.707
N -3.557 -3.580 2.116
C 1.476 -1.396 -1.676
H -2.356 -2.525 3.252
H 4.672 -2.580 -1.344
H 0.686 0.344 -4.549
H -5.656 -4.759 1.536
C 0.830 2.914 2.311
H -1.621 -3.743 2.436
C 1.306 -0.170 -3.825
H 3.670 -3.497 0.711
H 4.475 -1.286 -3.377
C 2.851 -1.617 -1.995
C 0.778 -0.665 -2.673
C 0.888 3.452 -2.092
H -1.806 0.369 3.436
H -0.932 1.970 5.021
N 0.308 3.350 -0.723
C 3.425 -1.094 -3.183
```

⟨S²⟩   15.76
LUMO (spin up / spin down)   -2.23 / -2.24 eV
Net charge   +1
Energy above the lowest of the compared OMol25 structures with the same formula, charge and spin   0.0 kJ/mol
Multiplicity   8
Calculated total energy   -127289.1299 eV
Gap between HOMO and LUMO (spin up / spin down)   7.003 / 7.804 eV